{"formula": "C2H8O5P2", "method": "ωB97M-V/def2-TZVPD", "symbols": ["C", "P", "O", "O", "O", "P", "C", "O", "O", "H", "H", "H", "H", "H", "H", "H", "H"], "positions_angstrom": [[1.6323, 0.3139, 1.6954], [1.6360, -0.3691, -0.0310], [2.8406, -1.1917, -0.3134], [1.4122, 0.8692, -0.9731], [0.1815, -1.0354, -0.1681], [-1.4776, -0.4105, 0.0910], [-1.8326, 0.8262, -1.2432], [-1.7423, -0.2009, 1.4987], [-2.2815, -1.6444, -0.4585], [1.1401, -0.4290, 2.1855], [1.2432, 1.3682, 1.7312], [2.7394, 0.2770, 2.0281], [2.3084, 1.0591, -1.3022], [-2.6331, 1.5926, -1.0273], [-0.9002, 1.3679, -1.5953], [-2.0639, 0.1317, -2.0108], [-2.2025, -2.5249, -0.1068]], "atomic_forces_ev_per_a": [[3.5, 1.9, -2.4], [0.0, -0.7, 2.4], [-1.5, 0.6, -0.1], [1.0, 1.0, -1.2], [-2.0, 0.7, 0.0], [2.1, -0.9, -0.8], [1.4, 1.0, 0.9], [0.3, 0.9, 0.8], [-0.3, 0.3, -1.4], [-1.8, -1.5, 2.1], [0.1, -1.4, 0.2], [-1.8, 0.3, -0.5], [-0.3, 0.4, -0.3], [0.8, -1.3, 0.0], [-1.0, -0.7, 0.8], [-0.7, -0.2, -1.1], [0.3, -0.3, 0.6]], "e_homo_ev": -10.7, "smiles": "C[P@](=O)(O)O[P@](C)(=O)O", "de_lowest_kcal_mol": 1.98, "homo_lumo_gap_ev": 11.1}